Entry 1:
16
Properties=species:S:1:pos:R:3:nbo_charge:R:1 method="wB97M-V/def2-TZVPD" de_lowest_kj_mol=156.11 e_homo_ev=-6.526 orbital_gap_ha=0.25249
C -0.59 3.11 0.78 -0.704
S -0.99 1.36 0.41 -0.666
H -1.19 3.37 1.64 0.199
H -0.92 3.74 -0.04 0.195
H 0.47 3.28 0.95 0.192
C 0.88 -0.97 -1.38 -0.430
N 0.64 -1.11 0.10 -0.583
C -0.51 -1.98 0.37 -0.429
H 1.94 -1.08 -1.59 0.207
H 0.51 0.02 -1.65 0.266
H 0.34 -1.75 -1.90 0.208
H 1.52 -1.38 0.52 0.409
H 0.40 -0.12 0.45 0.443
H -0.31 -2.97 -0.02 0.205
H -0.77 -1.93 1.43 0.237
H -1.41 -1.58 -0.09 0.250



Entry 2:
9
Properties=species:S:1:pos:R:3:nbo_charge:R:1 method="wB97M-V/def2-TZVPD" de_lowest_kj_mol=20.98 e_homo_ev=-9.889 orbital_gap_ha=0.40321 smiles="C=C(C)F"
C -0.94 0.86 0.41 -0.689
C 0.07 -0.11 0.07 0.418
C 0.84 -0.80 0.80 -0.506
H -1.19 1.54 -0.39 0.242
H -0.75 1.42 1.32 0.229
H -1.85 0.28 0.64 0.230
H 1.57 -1.57 0.65 0.232
H 0.60 -0.55 1.80 0.206
F 0.20 -0.09 -1.30 -0.362



Entry 3:
184
Properties=species:S:1:pos:R:3:mulliken_spin:R:1 method="wB97M-V/def2-TZVPD" e_homo_ev="-8.995 / -8.995" orbital_gap_ha="0.24068 / 0.07640" charge=+1 multiplicity=2 s2=0.754
C -0.53 2.98 8.16 0.000
C -0.39 2.22 6.85 0.000
N 0.65 1.23 6.88 0.000
C 0.23 0.07 7.69 0.000
C 1.48 -0.74 8.12 0.000
C 1.23 0.87 5.58 0.000
C 2.38 1.87 5.31 0.000
H 0.43 3.31 8.57 0.000
H -1.05 2.42 8.94 0.000
H -1.15 3.87 8.02 0.000
H -1.32 1.71 6.61 0.000
H -0.15 2.88 6.02 0.000
H -0.21 0.43 8.62 0.000
H -0.66 -0.42 7.30 0.000
H 1.96 -1.38 7.38 0.000
H 2.23 -0.18 8.69 0.000
H 1.31 -1.39 8.98 0.000
H 0.62 0.97 4.69 0.000
H 1.57 -0.16 5.65 0.000
H 2.53 1.99 4.24 0.000
H 3.38 1.49 5.54 0.000
H 2.35 2.92 5.59 0.000
C 5.95 -4.51 -0.75 0.000
C 4.93 -3.46 -1.09 0.000
N 4.42 -3.78 -2.43 0.000
C 3.43 -4.78 -2.58 0.001
C 2.03 -4.28 -2.23 -0.003
C 4.23 -2.70 -3.41 0.001
C 5.62 -2.07 -3.59 0.000
H 5.47 -5.48 -0.60 0.000
H 6.41 -4.28 0.21 0.000
H 6.63 -4.69 -1.58 0.000
H 4.25 -3.42 -0.24 0.000
H 5.39 -2.47 -1.10 0.000
H 3.32 -5.19 -3.58 0.000
H 3.58 -5.70 -2.03 0.000
H 1.40 -5.16 -2.37 0.000
H 2.00 -4.01 -1.18 0.000
H 1.66 -3.54 -2.94 0.004
H 3.53 -1.98 -3.00 0.000
H 3.83 -2.80 -4.42 0.000
H 5.77 -1.65 -4.58 0.000
H 6.44 -2.77 -3.45 0.000
H 5.70 -1.23 -2.90 0.000
C 4.22 1.68 -1.64 0.000
C 3.12 2.76 -2.00 0.000
N 2.34 2.26 -3.10 0.000
C 3.02 2.12 -4.40 0.000
C 3.74 3.32 -4.91 0.000
C 1.10 3.06 -3.19 0.000
C -0.01 2.31 -3.97 0.001
H 4.95 1.79 -2.44 0.000
H 3.93 0.63 -1.75 0.000
H 4.62 1.81 -0.64 0.000
H 2.52 2.99 -1.13 0.000
H 3.55 3.75 -2.13 0.000
H 3.67 1.26 -4.29 0.000
H 2.29 1.77 -5.13 0.000
H 4.63 3.31 -4.28 0.000
H 3.87 3.29 -5.99 0.000
H 3.07 4.15 -4.66 0.000
H 1.22 4.08 -3.57 0.000
H 0.64 3.26 -2.22 0.000
H -1.00 2.75 -4.08 0.000
H -0.04 1.25 -3.72 0.000
H 0.26 2.15 -5.02 0.000
C -2.24 -5.46 1.03 0.000
C -2.10 -4.76 -0.27 0.000
N -2.10 -5.71 -1.42 0.000
C -3.26 -6.64 -1.57 0.000
C -4.65 -5.86 -1.58 0.000
C -1.73 -5.05 -2.70 -0.001
C -1.32 -5.98 -3.85 -0.005
H -3.29 -5.73 1.15 0.000
H -2.00 -4.80 1.87 0.000
H -1.53 -6.29 1.00 0.000
H -2.87 -4.01 -0.39 0.000
H -1.07 -4.39 -0.34 0.000
H -3.24 -7.34 -0.74 0.000
H -3.22 -7.31 -2.43 0.000
H -4.65 -5.08 -0.81 0.000
H -5.53 -6.48 -1.41 0.000
H -4.77 -5.21 -2.44 0.000
H -2.63 -4.53 -3.02 0.001
H -0.89 -4.35 -2.74 0.002
H -0.94 -5.36 -4.66 0.005
H -0.58 -6.63 -3.36 0.000
H -2.02 -6.67 -4.31 0.000
C 0.93 5.01 0.60 0.000
C 1.24 6.01 1.69 0.000
N 1.49 7.48 1.39 0.000
C 0.38 8.09 0.61 0.000
C -0.82 8.24 1.57 0.000
C 1.79 8.21 2.63 0.000
C 3.23 8.11 2.92 0.000
H 1.79 4.71 -0.01 0.000
H 0.09 5.34 -0.01 0.000
H 0.61 4.02 0.95 0.000
H 0.45 5.88 2.44 0.000
H 2.13 5.59 2.16 0.000
H 0.82 8.97 0.14 0.000
H 0.17 7.51 -0.29 0.000
H -0.52 8.99 2.31 0.000
H -1.63 8.65 0.97 0.000
H -1.22 7.30 1.94 0.000
H 1.10 7.82 3.38 0.000
H 1.50 9.26 2.56 0.000
H 3.93 8.37 2.12 0.000
H 3.50 7.11 3.25 0.000
H 3.39 8.80 3.75 0.000
C -6.43 -0.95 6.10 0.000
C -5.06 -1.32 6.74 0.000
N -3.98 -0.64 6.14 0.000
C -3.88 0.75 6.65 0.000
C -3.49 0.93 8.09 0.000
C -3.85 -0.88 4.74 0.000
C -2.40 -0.89 4.37 0.000
H -6.72 -1.13 5.06 0.000
H -6.59 0.07 6.44 0.000
H -7.29 -1.49 6.50 0.000
H -5.17 -1.10 7.80 0.000
H -4.83 -2.39 6.83 0.000
H -3.21 1.30 5.98 0.000
H -4.79 1.23 6.31 0.000
H -2.59 0.39 8.39 0.000
H -3.14 1.94 8.32 0.000
H -4.24 0.86 8.87 0.000
H -4.48 -0.11 4.29 0.000
H -4.35 -1.81 4.48 0.000
H -1.81 -1.71 4.77 0.000
H -1.90 0.02 4.73 0.000
H -2.28 -0.75 3.30 0.000
C 1.96 -4.31 -7.61 0.027
C 0.53 -3.81 -7.86 0.015
N 0.21 -2.44 -7.29 0.739
C 0.32 -2.51 -5.78 0.008
C -0.20 -1.36 -4.93 -0.005
C -0.97 -1.86 -7.84 0.027
C -1.03 -1.81 -9.41 0.019
H 2.59 -3.45 -7.82 -0.004
H 2.15 -4.95 -8.46 -0.004
H 2.22 -4.71 -6.63 0.000
H 0.29 -3.91 -8.92 -0.001
H -0.17 -4.52 -7.42 0.015
H 0.07 -3.44 -5.26 0.059
H 1.40 -2.51 -5.60 0.030
H -1.26 -1.15 -5.10 0.000
H -0.10 -1.62 -3.88 0.002
H 0.34 -0.45 -5.18 0.001
H -1.11 -0.89 -7.35 0.009
H -1.64 -2.62 -7.44 0.060
H -0.13 -1.42 -9.90 -0.002
H -1.88 -1.20 -9.71 -0.002
H -1.02 -2.82 -9.83 0.000
C 0.27 -1.90 0.90 0.000
C 0.34 -1.45 -0.53 0.001
C 1.19 -0.17 -0.77 0.000
S 1.86 0.27 0.91 0.000
O 1.77 1.71 1.01 0.000
O 3.13 -0.40 1.13 0.000
C 0.49 -0.60 1.75 0.000
H 1.12 -2.54 1.12 0.000
H -0.66 -2.43 1.12 0.000
H -0.69 -1.27 -0.83 0.000
H 0.51 -2.30 -1.20 0.000
H 0.42 0.58 -0.95 0.000
H 1.79 -0.05 -1.67 0.000
H -0.26 0.18 1.56 0.000
H 0.95 -0.64 2.73 0.000
C -4.18 3.86 -0.99 0.000
C -4.43 2.87 -2.23 0.000
C -3.50 1.67 -2.01 0.000
S -3.53 1.32 -0.21 0.000
O -2.12 1.11 0.22 0.000
O -4.57 0.28 0.04 0.000
C -4.07 2.99 0.24 0.000
H -5.03 4.53 -0.85 0.000
H -3.25 4.38 -1.21 0.000
H -4.27 3.41 -3.16 0.000
H -5.47 2.56 -2.29 0.000
H -2.44 1.91 -2.04 0.000
H -3.60 0.77 -2.61 0.000
H -3.23 3.24 0.88 0.000
H -4.96 3.01 0.88 0.000



Entry 4:
17
Properties=species:S:1:pos:R:3:nbo_charge:R:1 method="wB97M-V/def2-TZVPD" de_lowest_kj_mol=9.58 e_homo_ev="-9.898 / -9.505" orbital_gap_ha="0.39088 / 0.25937" multiplicity=2 s2=0.753
C 1.73 0.14 -0.93 -0.620
C 1.78 1.48 -0.20 -0.421
C 1.28 1.41 1.23 -0.552
S -0.53 1.24 1.37 0.094
H 1.61 -0.72 -0.27 0.206
H 2.53 -0.02 -1.65 0.223
H 0.85 0.10 -1.58 0.206
H 2.78 1.91 -0.22 0.217
H 1.15 2.18 -0.75 0.211
H 1.53 2.28 1.83 0.227
H 1.62 0.50 1.72 0.236
H -3.57 -3.62 0.34 0.462
H -3.39 -2.06 0.27 0.494
O -4.03 -2.78 0.36 -0.966
H -1.77 -0.30 0.17 0.476
H -1.40 -1.00 -1.11 0.471
O -2.17 -0.76 -0.59 -0.962



Entry 5:
14
Properties=species:S:1:pos:R:3:nbo_charge:R:1 method="wB97M-V/def2-TZVPD" de_lowest_kj_mol=365.95 e_homo_ev=-8.880 orbital_gap_ha=0.37085 smiles="N/N=C/C1CC1"
C -0.70 -0.41 -0.33 0.081
C 0.81 -0.27 -0.56 -0.299
C 1.76 -0.31 0.68 -0.416
C 1.48 0.95 -0.07 -0.419
H -3.09 -0.88 -0.06 0.352
H -3.38 0.97 -0.10 0.361
H -1.07 -1.66 -0.23 0.151
H 1.19 -0.80 -1.48 0.224
H 1.19 -0.68 1.57 0.227
H 2.84 -0.72 0.56 0.220
H 0.84 1.70 0.37 0.234
H 2.26 1.38 -0.68 0.221
N -2.74 0.11 0.35 -0.692
N -1.41 0.62 -0.01 -0.245



Entry 6:
64
Properties=species:S:1:pos:R:3:nbo_charge:R:1 method="wB97M-V/def2-TZVPD" e_homo_ev="-7.309 / -7.436" orbital_gap_ha="0.27604 / 0.28095" multiplicity=3 s2=2.023
V 8.63 10.46 9.47 1.629
C 11.86 13.46 8.43 -0.621
C 10.43 13.28 8.81 -0.024
O 10.03 12.06 9.29 -0.845
H 11.85 14.38 7.83 0.195
H 12.14 12.65 7.75 0.212
H 12.65 13.64 9.15 0.196
H 9.88 13.53 7.90 0.119
H 10.01 14.06 9.44 0.118
C 5.40 7.39 10.18 -0.621
C 6.11 8.54 10.90 -0.026
O 7.08 9.20 10.10 -0.872
H 4.86 7.75 9.30 0.200
H 4.71 6.96 10.90 0.194
H 5.96 6.50 9.89 0.202
H 6.67 8.15 11.74 0.131
H 5.36 9.23 11.29 0.137
C 9.49 7.39 6.05 -0.626
C 9.27 8.88 6.41 -0.038
O 9.37 9.26 7.80 -0.864
H 9.49 7.32 4.96 0.201
H 8.68 6.72 6.32 0.189
H 10.38 6.99 6.55 0.208
H 8.46 9.44 5.94 0.140
H 10.09 9.30 5.82 0.138
O 8.37 11.40 11.43 -0.895
S 8.63 12.16 12.65 2.329
O 10.02 12.44 13.08 -0.877
O 7.82 13.58 12.53 -0.708
C 8.10 14.61 13.45 -0.102
C 8.28 15.76 12.49 -0.616
C 7.63 11.32 14.02 -0.817
H 8.96 14.49 14.10 0.224
H 7.16 14.92 13.91 0.191
H 9.13 15.62 11.82 0.224
H 8.35 16.69 13.06 0.210
H 7.45 15.97 11.81 0.209
H 7.67 11.98 14.89 0.234
H 7.99 10.31 14.20 0.255
H 6.57 11.25 13.77 0.250
C 13.27 8.39 12.03 -0.250
O 12.16 9.17 11.78 -0.490
C 11.00 8.76 11.16 1.070
O 9.98 9.48 10.96 -0.649
O 11.12 7.45 10.90 -0.502
C 10.04 6.60 10.65 -0.264
H 13.73 8.08 11.10 0.190
H 13.04 7.53 12.67 0.184
H 14.12 8.89 12.50 0.205
H 10.37 5.56 10.73 0.198
H 9.42 6.77 9.77 0.229
H 9.32 6.70 11.46 0.183
C 6.38 13.94 9.85 -0.290
O 5.56 13.37 8.83 -0.464
C 6.14 12.34 8.20 1.043
O 7.18 11.75 8.56 -0.662
O 5.41 12.00 7.15 -0.475
C 5.67 10.83 6.42 -0.267
H 6.33 13.33 10.75 0.199
H 6.07 14.93 10.16 0.198
H 7.47 13.96 9.73 0.222
H 6.46 10.98 5.67 0.195
H 4.79 10.68 5.79 0.196
H 5.81 9.90 6.96 0.217



Entry 7:
24
Properties=species:S:1:pos:R:3:nbo_charge:R:1 method="wB97M-V/def2-TZVPD" de_lowest_kj_mol=142.03 e_homo_ev="-12.339 / -12.023" orbital_gap_ha="0.26052 / 0.24211" charge=+1
C -0.33 -0.16 0.45 -0.125
C 0.11 -1.33 -0.12 -0.167
C -0.97 2.44 -0.65 0.564
C -1.75 0.31 0.51 -0.486
C -1.55 1.16 -0.71 0.187
C 1.84 -2.90 0.78 -0.595
C 1.57 -1.68 -0.10 -0.452
N -0.64 3.05 0.50 -0.744
N -1.89 0.65 -1.91 -0.693
O -0.80 3.07 -1.81 -0.617
S -0.94 -2.46 -0.83 0.071
H 0.41 0.48 0.91 0.213
H -2.46 -0.50 0.33 0.278
H -2.02 0.84 1.41 0.236
H 1.26 -3.76 0.44 0.224
H 1.57 -2.70 1.82 0.207
H 2.89 -3.16 0.74 0.228
H 1.88 -1.92 -1.12 0.235
H 2.15 -0.84 0.25 0.206
H -0.30 4.00 0.51 0.426
H -0.84 2.63 1.39 0.430
H -2.22 -0.30 -1.96 0.433
H -0.49 3.98 -1.73 0.517
H -1.48 1.04 -2.75 0.421



Entry 8:
11
Properties=species:S:1:pos:R:3:nbo_charge:R:1 method="wB97M-V/def2-TZVPD" de_lowest_kj_mol=366.81 e_homo_ev=-8.750 orbital_gap_ha=0.28682
O -0.60 2.34 -0.15 -0.451
C -0.36 1.16 -0.09 0.472
C -1.31 -0.02 -0.22 -0.726
C -0.57 -1.33 -0.07 0.217
C 0.87 -0.96 0.16 -0.756
C 1.05 0.55 0.16 0.470
O 2.05 1.19 0.32 -0.452
H -2.12 0.03 0.53 0.299
H -1.87 0.00 -1.17 0.298
H 1.56 -1.48 -0.52 0.315
H 1.30 -1.48 1.04 0.314



| no. | largest force on an atom (eV Å⁻¹) |
| --- | --- |
| 1 | 1.23 |
| 2 | 4.90 |
| 3 | 4.13 |
| 4 | 1.18 |
| 5 | 5.09 |
| 6 | 4.75 |
| 7 | 1.00 |
| 8 | 0.72 |